Below is the molecule C6H9FO at a distorted geometry, with properties calculated with ωB97M-V/def2-TZVPD.

Results
Energy above the lowest of the compared OMol25 structures with the same formula, charge and spin ... 0.000 eV
Expectation value of S² ... 2.01
Kohn-Sham gap (spin up / spin down) ... 6.018 / 8.749 eV
Charge ... 0
Multiplicity ... 3
DFT total energy ... -408.8832 a.u.

Element x y z (Å)
C1 0.703 -0.927 0.127
C2 0.854 -2.178 -0.113
C3 1.466 0.251 0.266
C4 0.574 1.455 0.356
C5 -0.718 1.304 -0.443
C6 -1.375 -0.048 -0.045
O1 -2.211 -0.609 -0.945
F1 -1.872 -0.067 1.180
H1 0.075 -2.860 -0.440
H2 1.836 -2.731 -0.205
H3 1.902 0.203 1.252
H4 2.177 0.318 -0.508
H5 0.270 1.351 1.476
H6 1.052 2.409 -0.012
H7 -1.382 2.022 0.074
H8 -0.804 1.451 -1.513
H9 -2.545 -1.342 -0.507



Below is C6H9FS as an isolated structure at a distorted geometry, with properties calculated with ωB97M-V/def2-TZVPD.

Results
Energy above the lowest of the compared OMol25 structures with the same formula, charge and spin ... 0.888 eV
Kohn-Sham gap ... 10.166 eV
Charge ... 0
DFT total energy ... -732.0342 a.u.

Element x y z (Å)
C1 -0.411 -0.356 -0.543
C2 0.486 -1.241 0.375
C3 1.851 -1.083 -0.349
C4 1.821 0.472 -0.572
C5 0.420 0.722 0.049
C6 0.461 -0.063 1.386
H1 -2.432 0.873 -0.452
H2 -0.172 -0.460 -1.626
H3 0.140 -2.254 0.671
H4 1.896 -1.720 -1.243
H5 2.739 -1.381 0.221
H6 1.764 0.788 -1.620
H7 2.610 0.979 0.003
H8 -0.552 0.006 1.858
H9 1.335 0.085 2.066
F1 -0.009 2.060 0.043
S1 -2.188 -0.385 -0.147



Below is the molecule C6H9FS at a distorted geometry, with properties calculated with ωB97M-V/def2-TZVPD.

Results
Energy above the lowest of the compared OMol25 structures with the same formula, charge and spin ... 4.304 eV
Kohn-Sham gap ... 9.767 eV
Charge ... 0
DFT total energy ... -731.9086 a.u.
SMILES ... C=C(F)/C=C(/C)CS

Element x y z (Å)
C1 2.107 -1.700 -0.329
C2 2.061 -0.348 -0.098
F1 3.184 0.220 0.168
C3 0.991 0.778 -0.476
C4 -0.180 0.769 0.074
C5 -1.518 1.549 -0.075
C6 -0.761 -0.584 0.805
S1 -2.058 -1.262 -0.261
H1 3.131 -2.252 -0.238
H2 1.337 -2.291 -0.469
H3 1.516 1.752 -0.839
H4 -2.223 0.959 -0.837
H5 -2.102 1.993 0.739
H6 -1.474 2.456 -0.821
H7 0.134 -1.300 0.896
H8 -1.100 -0.413 1.995
H9 -3.046 -0.325 -0.234



Below is C6H9I as an isolated structure at a distorted geometry, with properties calculated with ωB97M-V/def2-TZVPD.

Results
Energy above the lowest of the compared OMol25 structures with the same formula, charge and spin ... 2.429 eV
Expectation value of S² ... 2.01
Kohn-Sham gap (spin up / spin down) ... 6.132 / 7.362 eV
Charge ... 0
Multiplicity ... 3
DFT total energy ... -531.4428 a.u.

Element x y z (Å)
C1 -0.824 -1.121 -0.674
C2 -1.219 0.062 -1.073
C3 0.089 -0.621 0.469
C4 -0.298 0.712 -0.151
C5 -0.406 -1.222 1.713
C6 0.329 1.878 -0.170
I1 2.845 1.296 -2.148
H1 -0.906 -2.143 -1.061
H2 -1.817 0.338 -1.945
H3 1.112 -0.817 0.317
H4 0.119 -2.217 1.812
H5 -1.402 -1.576 1.812
H6 -0.151 -0.585 2.558
H7 1.636 1.318 -1.330
H8 0.966 1.990 0.679
H9 -0.075 2.709 -0.807



Below is a 2-piece molecular cluster, C6H9IN2S overall at a distorted geometry, with properties calculated with ωB97M-V/def2-TZVPD.

Results
Energy above the lowest of the compared OMol25 structures with the same formula, charge and spin ... 2.247 eV
Kohn-Sham gap ... 8.196 eV
Charge ... 0
DFT total energy ... -1039.2665 a.u.
SMILES ... C#C/N=C/C.C/C=N/SI

Element x y z (Å)
C1 -1.606 0.849 0.218
C2 -1.190 -0.158 -0.299
N1 -0.541 -1.271 -0.670
C3 -0.971 -2.370 -1.099
C4 0.117 -3.313 -1.647
H1 -2.120 1.573 0.603
H2 -1.956 -2.719 -1.246
H3 1.101 -3.114 -1.138
H4 0.060 -3.088 -2.740
H5 -0.092 -4.396 -1.445
C5 1.783 2.273 -0.022
C6 0.917 1.934 1.204
N2 0.098 2.759 1.611
S1 -1.140 2.726 2.593
I1 -1.437 0.539 3.552
H6 1.651 1.297 -0.631
H7 1.358 3.066 -0.658
H8 2.868 2.502 0.191
H9 1.101 0.910 1.624



Below is the molecule C6H9IO at a distorted geometry, with properties calculated with ωB97M-V/def2-TZVPD.

Results
Energy above the lowest of the compared OMol25 structures with the same formula, charge and spin ... 0.649 eV
Kohn-Sham gap ... 9.257 eV
Charge ... 0
DFT total energy ... -606.8864 a.u.
SMILES ... C[C@H]1C=CO[C@]1(C)I

Element x y z (Å)
C1 0.293 -1.543 0.602
C2 -0.192 -0.158 0.828
C3 1.044 0.638 1.186
C4 1.300 1.567 0.293
O1 0.460 1.538 -0.746
C5 -0.591 0.612 -0.458
C6 -0.870 -0.133 -1.735
I1 -2.409 1.849 -0.085
H1 0.854 -1.845 1.460
H2 0.913 -1.763 -0.187
H3 -0.448 -2.316 0.528
H4 -1.113 -0.306 1.466
H5 1.374 0.423 2.142
H6 2.107 2.327 0.522
H7 -1.112 0.682 -2.495
H8 -1.696 -0.829 -1.528
H9 0.086 -0.743 -1.793